114
Properties=species:S:1:pos:R:3 method="wB97M-V/def2-TZVPD" mol_weight_g_mol=1322.84 relative_energy_ev=0.173 spin_multiplicity=1 charge=+2 energy_ha=-6453.0509 orbital_gap_ev=5.3
Ta 0.67 1.34 0.38
C -1.06 2.69 3.20
N -0.62 3.19 1.89
C -1.75 3.93 1.32
C 0.53 4.08 2.06
C 1.74 3.32 2.58
N 1.84 1.97 2.02
C 2.75 1.13 2.65
C 2.94 -0.16 2.16
F 2.29 -0.47 0.98
C 3.76 -1.11 2.70
F 3.80 -2.32 2.13
C 4.53 -0.82 3.81
C 4.43 0.47 4.30
F 5.18 0.83 5.33
C 3.59 1.42 3.75
F 3.65 2.64 4.30
H -1.29 3.53 3.85
H -0.29 2.09 3.66
H -1.95 2.08 3.08
H -2.09 4.70 2.02
H -2.58 3.25 1.14
H -1.48 4.43 0.39
H 0.31 4.88 2.78
H 0.74 4.55 1.11
H 1.65 3.24 3.66
H 2.64 3.89 2.36
H 5.19 -1.54 4.26
Br -5.19 -2.95 -1.71
C -4.08 -1.45 -1.44
C -3.60 -0.75 -2.54
C -2.77 0.33 -2.34
C -2.38 0.71 -1.06
C -2.88 0.01 0.04
C -3.75 -1.05 -0.15
N -1.46 1.78 -0.88
C -1.62 2.82 -1.60
C -0.60 3.84 -1.76
C -0.75 4.84 -2.71
C 0.28 5.74 -2.91
C 1.44 5.59 -2.16
C 1.49 4.58 -1.21
N 0.50 3.72 -1.01
H -3.88 -1.05 -3.54
H -2.38 0.87 -3.20
H -2.62 0.33 1.04
H -4.18 -1.57 0.69
H -2.53 2.95 -2.20
H -1.67 4.91 -3.29
H 0.19 6.53 -3.65
H 2.28 6.26 -2.29
H 2.38 4.46 -0.60
C -1.21 -5.31 2.70
C -0.94 -3.87 2.37
C -1.07 -2.87 3.31
C -0.85 -1.54 2.98
C -1.01 -0.48 4.03
O -0.03 0.17 4.36
C -2.37 -0.27 4.57
C -2.54 0.49 5.73
C -3.80 0.70 6.24
C -4.91 0.15 5.61
C -4.76 -0.59 4.45
C -3.49 -0.80 3.93
C -0.47 -1.17 1.69
O -0.25 0.13 1.38
C -0.32 -2.17 0.73
C -0.57 -3.50 1.09
C 0.14 -1.88 -0.63
N 0.43 -0.71 -1.09
C 0.95 -0.73 -2.49
C 0.37 0.38 -3.40
Te 1.78 1.35 -4.72
C 2.01 -0.50 -5.76
C 3.26 -1.09 -5.83
C 3.41 -2.32 -6.46
C 2.31 -2.95 -7.02
C 1.06 -2.35 -6.96
C 0.91 -1.12 -6.34
C 0.32 -3.08 -1.50
C 1.59 -3.65 -1.61
C 1.79 -4.76 -2.41
C 0.72 -5.29 -3.12
C -0.54 -4.74 -3.01
C -0.75 -3.64 -2.19
H -1.71 -5.41 3.66
H -0.28 -5.87 2.75
H -1.83 -5.77 1.93
H -1.35 -3.11 4.33
H -1.66 0.91 6.22
H -3.93 1.29 7.15
H -5.90 0.31 6.03
H -5.62 -1.01 3.96
H -3.37 -1.37 3.02
H -0.47 -4.27 0.34
H 0.68 -1.68 -2.94
H 2.03 -0.69 -2.44
H -0.07 1.17 -2.82
H -0.38 -0.05 -4.05
H 4.12 -0.60 -5.39
H 4.39 -2.77 -6.53
H 2.43 -3.91 -7.51
H 0.20 -2.82 -7.43
H -0.07 -0.64 -6.32
H 2.42 -3.22 -1.05
H 2.77 -5.20 -2.48
H 0.88 -6.15 -3.76
H -1.37 -5.17 -3.55
H -1.74 -3.21 -2.08
O 3.91 1.86 0.34
Cl 3.55 1.71 -1.01
O 3.97 0.49 -1.56
O 3.90 2.84 -1.77
O 2.00 1.67 -1.02

---

108
Properties=species:S:1:pos:R:3 method="wB97M-V/def2-TZVPD" mol_weight_g_mol=1131.70 relative_energy_ev=4.093 spin_multiplicity=1 charge=+4 energy_ha=-6207.4058 orbital_gap_ev="1.6 / 1.6"
Ta -17.95 12.39 -1.39
C -19.58 7.54 -1.17
C -20.73 7.27 -1.85
C -21.36 8.03 -2.95
C -20.52 9.27 -3.31
C -19.22 9.31 -2.84
C -18.90 8.60 -1.74
H -18.71 6.82 -0.97
H -20.95 6.19 -1.85
H -22.29 7.81 -3.53
H -21.16 10.06 -3.66
H -18.27 9.66 -3.47
H -18.17 8.68 -1.09
F -21.09 6.87 5.04
C -20.28 7.91 4.89
C -19.10 7.99 5.59
F -18.90 7.13 6.60
C -18.23 9.01 5.30
F -17.27 9.35 6.21
C -18.30 9.78 4.19
P -17.03 11.03 3.73
C -15.40 10.46 4.35
C -14.31 11.25 4.74
C -13.08 10.57 4.96
C -13.05 9.21 5.28
C -14.16 8.45 4.98
C -15.26 9.04 4.34
C -17.57 12.21 5.18
C -18.58 13.01 4.77
C -19.26 13.78 5.74
C -18.98 13.74 7.17
C -17.95 12.88 7.55
C -17.24 12.14 6.57
C -19.46 9.57 3.40
Br -19.87 10.81 1.99
C -20.54 8.74 3.80
F -21.71 8.57 3.13
H -14.37 12.36 4.60
H -12.19 11.22 4.98
H -12.10 8.75 5.60
H -14.23 7.41 5.25
H -16.13 8.42 4.01
H -18.69 13.18 3.73
H -20.13 14.36 5.38
H -19.80 14.12 7.79
H -17.93 12.64 8.64
H -16.33 11.56 6.82
C -21.88 14.50 1.16
N -20.90 13.79 0.40
C -19.91 14.39 -0.35
N -20.14 15.52 -0.99
O -18.69 13.86 -0.32
H -21.51 14.73 2.17
H -22.82 13.94 1.22
H -22.05 15.45 0.61
H -20.63 12.88 0.76
H -21.15 15.67 -1.04
H -13.45 19.75 0.35
C -15.25 15.83 -2.20
P -17.12 11.94 -3.66
C -18.48 13.07 -3.33
C -19.43 12.17 -2.67
C -20.76 12.24 -3.28
C -21.03 12.78 -4.51
C -20.12 13.84 -5.03
C -18.91 13.91 -4.38
C -15.99 12.85 -4.93
C -14.78 13.46 -4.51
C -13.76 13.74 -5.43
C -14.20 13.67 -6.75
C -15.47 13.22 -7.18
C -16.38 12.96 -6.22
P -14.97 17.46 -2.16
C -13.46 17.69 -1.07
C -12.96 19.02 -0.50
C -11.51 19.07 -0.43
C -10.78 18.01 -0.64
C -11.30 16.77 -0.41
C -12.62 16.53 -0.88
C -14.42 18.06 -3.81
C -13.96 17.07 -4.67
C -12.90 17.41 -5.56
C -12.82 18.70 -5.97
C -13.34 19.70 -5.14
C -13.91 19.37 -3.95
H -15.19 15.31 -1.24
H -16.03 15.35 -2.80
H -17.94 11.36 -5.56
H -21.64 11.77 -2.74
H -22.01 12.57 -5.01
H -20.32 14.54 -5.82
H -18.06 14.45 -4.87
H -14.73 13.63 -3.44
H -12.72 13.85 -5.03
H -13.43 13.75 -7.51
H -15.60 13.30 -8.28
H -17.58 12.91 -6.17
H -13.28 19.80 -1.28
H -11.02 20.09 -0.02
H -9.80 18.10 -0.14
H -10.86 15.89 0.05
H -13.14 15.58 -0.77
H -14.29 16.03 -4.52
H -12.20 16.64 -5.95
H -12.28 19.00 -6.82
H -13.21 20.74 -5.45
H -14.06 20.08 -3.16
H -17.26 10.93 -0.42